Entry 1:
# C2H3F

An isolated molecule of C2H3F at a distorted geometry (wB97M-V/def2-TZVPD, the Open Molecules 2025 dataset).

Positions of all 6 atoms, in Å:
1 F -0.20 0.88 -1.34
2 C -0.27 -0.47 0.22
3 C 0.51 0.35 -0.26
4 H -0.21 -0.98 1.31
5 H 1.39 0.83 0.18
6 H -1.22 -0.60 -0.10

Values from the calculation:
Orbital gap ... 11.7 eV
E_HOMO ... -10.464 eV
Structure (SMILES) ... C=CF
Energy relative to the best compared isomer or geometry (same formula, charge and spin) ... 30.0 kcal per mole

Entry 2:
# C9H11BMgO6

A structure of composition C9H11BMgO6 at a distorted geometry (wB97M-V/def2-TZVPD, the Open Molecules 2025 dataset).

Positions of all 28 atoms, in Å:
1 Mg 2.64 -0.45 -0.69
2 O -0.53 -4.21 1.09
3 O -0.44 -3.01 -1.95
4 O 0.33 1.60 3.38
5 O 1.25 -0.85 -3.34
6 O 0.42 2.67 2.61
7 O 1.80 0.55 0.91
8 C 0.68 -0.16 0.75
9 C -0.46 -0.39 1.95
10 C 0.66 1.55 -2.13
11 C 0.41 -0.91 -0.69
12 C -0.57 -2.90 0.82
13 C -1.07 -1.78 1.97
14 C -0.88 0.81 2.99
15 C -0.83 1.94 -1.57
16 C -0.19 -2.27 -0.68
17 B 0.81 -0.12 -2.11
18 H -1.69 1.55 2.59
19 H -1.89 -2.08 2.76
20 H 1.38 2.72 2.30
21 H -1.41 2.51 -2.43
22 H 0.39 -1.15 -3.79
23 H 0.44 -3.51 -2.10
24 H -1.25 0.30 4.00
25 H 1.48 2.08 -1.46
26 H -0.72 2.64 -0.64
27 H 0.74 1.84 -3.28
28 H -1.50 1.03 -1.27

Values from the calculation:
Orbital gap ... 4.7 eV
Net charge ... +2
E_HOMO ... -15.575 eV
Energy relative to the best compared isomer or geometry (same formula, charge and spin) ... 166.1 kcal per mole

Entry 3:
# C26H49NO21

A cluster of 8 separate species, C26H49NO21 in total at a distorted geometry (wB97M-V/def2-TZVPD, the Open Molecules 2025 dataset).

Positions of all 97 atoms, in Å:
1 O -0.22 0.29 -4.23
2 O -3.41 -0.27 -2.37
3 O 6.06 0.08 5.21
4 O 0.19 4.60 -3.38
5 O 1.14 -2.24 5.16
6 O -0.44 3.99 0.21
7 O -0.16 -3.61 0.31
8 O 0.89 0.10 4.76
9 O -3.51 -2.41 -3.34
10 O 1.67 3.19 -0.70
11 O 4.89 -0.37 3.25
12 O 4.84 -1.76 4.95
13 O -3.77 -0.81 -4.71
14 O -0.14 -2.02 -3.37
15 O -1.29 6.34 -3.39
16 O -2.15 4.24 -3.31
17 O -0.97 -4.70 2.27
18 O 2.59 -0.83 6.18
19 O 1.59 5.22 0.22
20 O -0.72 -1.79 -5.53
21 O -2.37 -3.99 0.45
22 N 1.54 -0.33 0.69
23 C -0.24 7.24 -3.18
24 C -2.18 -1.14 1.19
25 C -3.55 0.57 -5.05
26 C -0.85 -0.98 -6.69
27 C 5.28 -0.62 4.50
28 C 3.00 0.48 6.58
29 C -3.15 -2.98 -2.11
30 C 0.57 0.09 1.19
31 C 1.08 -3.67 1.00
32 C 4.28 -1.83 1.45
33 C 0.02 -2.40 4.34
34 C -1.08 5.04 -3.38
35 C 4.22 -2.43 3.88
36 C 3.96 -1.34 2.81
37 C 0.94 4.09 -0.05
38 C -1.99 2.83 -2.95
39 C -1.13 -4.20 0.97
40 C 1.04 2.04 -1.33
41 C 0.22 -1.50 -2.13
42 C -0.33 -1.17 -4.39
43 C -0.61 0.70 1.80
44 C -1.93 0.32 1.11
45 C -3.57 -1.17 -3.47
46 C -3.53 -4.58 1.01
47 C 0.93 6.25 0.92
48 C 1.52 -1.00 5.40
49 H 1.49 -4.64 0.93
50 H -1.73 2.70 -1.86
51 H 0.18 -1.75 3.48
52 H 2.27 1.06 7.10
53 H 5.36 -1.91 1.28
54 H -3.87 -2.73 -1.31
55 H 1.53 6.93 1.48
56 H -3.20 -4.08 -2.13
57 H 3.34 -2.91 4.30
58 H 0.30 7.16 -2.27
59 H -1.29 2.40 -3.56
60 H -2.58 0.90 -4.84
61 H -0.54 1.75 1.84
62 H -2.12 -2.68 -1.77
63 H -1.92 -1.53 2.18
64 H 2.94 -0.93 2.78
65 H 0.49 -2.36 -1.52
66 H -1.30 0.01 -6.50
67 H -2.68 0.82 1.64
68 H -0.15 -3.39 4.10
69 H -1.51 -1.51 -7.32
70 H 1.77 -3.10 0.45
71 H 0.46 5.94 1.86
72 H -3.24 -1.27 1.06
73 H -3.55 -4.47 2.11
74 H 0.33 1.57 -0.72
75 H -4.29 1.21 -4.63
76 H -0.57 -0.93 -1.60
77 H 0.16 6.73 0.33
78 H -3.63 0.68 -6.16
79 H -0.59 0.43 2.83
80 H 0.51 7.10 -4.08
81 H 3.75 -2.77 1.22
82 H 4.82 -3.19 3.55
83 H -0.60 8.31 -3.21
84 H 0.51 2.23 -2.28
85 H 1.07 -3.32 2.00
86 H -4.50 -4.16 0.63
87 H -0.87 -1.92 4.85
88 H 3.95 0.48 7.09
89 H 1.05 -0.77 -2.25
90 H -2.00 0.65 0.11
91 H -1.59 -1.54 0.34
92 H -3.40 -5.63 0.86
93 H 3.94 -1.10 0.79
94 H -2.94 2.35 -3.01
95 H 0.11 -0.87 -7.10
96 H 1.87 1.36 -1.49
97 H 3.25 1.06 5.68

Values from the calculation:
Orbital gap ... 10.2 eV
E_HOMO ... -9.803 eV
Structure (SMILES) ... C[C@H]1COC(=O)O1.COC(=O)OC.COC(=O)OC.COC(=O)OC.COC(=O)OC.COC(=O)OC.COC(=O)OC.CCCC#N
Energy relative to the best compared isomer or geometry (same formula, charge and spin) ... 0.0 kcal per mole

Entry 4:
# H2O4S3

An isolated molecule of H2O4S3 at a distorted geometry (wB97M-V/def2-TZVPD, the Open Molecules 2025 dataset).

Positions of all 9 atoms, in Å:
1 S 0.50 0.26 1.38
2 S 1.71 -1.00 -1.09
3 S -1.59 -0.03 -0.77
4 O -2.29 -1.12 -0.21
5 O 1.47 1.30 1.30
6 O 0.86 -1.07 0.32
7 O -0.72 0.80 0.44
8 H 2.73 -0.38 -0.64
9 H -2.68 1.23 -0.73

Values from the calculation:
Orbital gap ... 9.3 eV
E_HOMO ... -9.438 eV
Energy relative to the best compared isomer or geometry (same formula, charge and spin) ... 31.8 kcal per mole

Entry 5:
# C33H26ClCrN2O3

A structure of composition C33H26ClCrN2O3 at a distorted geometry (wB97M-V/def2-TZVPD, the Open Molecules 2025 dataset).

Positions of all 66 atoms, in Å:
1 Cr 3.88 0.10 -2.99
2 Cl 2.06 2.25 5.04
3 O 4.58 2.62 -4.60
4 O 1.73 2.02 -1.99
5 O 5.51 1.68 -0.97
6 N -1.47 -1.20 2.69
7 N -2.18 0.77 1.93
8 C -3.43 -0.23 -1.52
9 C -2.55 0.72 -3.98
10 C 0.27 0.41 2.00
11 C -1.11 -0.12 1.92
12 C 2.56 0.81 1.32
13 C 3.73 -1.75 -1.97
14 C -1.63 0.17 -3.07
15 C -4.09 -0.69 5.24
16 C -0.60 -2.29 3.01
17 C -4.34 0.36 -2.39
18 C 4.32 1.59 -4.11
19 C 2.50 1.24 -2.41
20 C -3.12 -1.42 4.56
21 C 3.89 -1.22 -4.71
22 C 1.26 -1.43 -1.96
23 C 0.20 -1.28 -1.41
24 C -2.23 2.05 1.23
25 C -1.15 -1.03 -0.94
26 C 2.81 1.43 2.54
27 C -2.08 -0.33 -1.85
28 C 4.95 0.99 -1.70
29 C -3.08 0.36 2.92
30 C -4.56 0.55 4.76
31 C -4.06 1.10 3.57
32 C 1.30 0.31 1.05
33 C 1.78 1.52 3.51
34 C 2.52 -1.58 -2.68
35 C 4.98 -1.73 -2.62
36 C 5.08 -1.40 -3.97
37 C 0.52 1.02 3.23
38 C 2.64 -1.24 -4.06
39 C -2.64 -0.87 3.40
40 C -3.90 0.82 -3.64
41 H 1.11 -0.18 0.11
42 H -3.79 -0.71 -0.60
43 H -4.62 1.22 -4.35
44 H -1.59 -2.01 -0.70
45 H -0.19 -2.83 2.15
46 H -0.29 1.08 3.97
47 H -2.21 1.95 0.13
48 H -2.22 1.06 -4.96
49 H 0.24 -1.89 3.58
50 H 3.36 0.72 0.58
51 H -5.39 0.44 -2.10
52 H -2.75 -2.39 4.89
53 H -3.16 2.56 1.50
54 H -1.11 -0.62 0.01
55 H 3.95 -0.98 -5.77
56 H 6.06 -1.31 -4.45
57 H -5.33 1.09 5.30
58 H 5.89 -1.93 -2.04
59 H 1.74 -0.96 -4.61
60 H -1.37 2.66 1.53
61 H -4.52 -1.08 6.16
62 H -1.15 -2.99 3.63
63 H -4.41 2.03 3.12
64 H -0.59 0.06 -3.35
65 H 3.77 1.85 2.78
66 H 3.68 -1.91 -0.89

Values from the calculation:
Orbital gap (spin up / spin down) ... 6.6 / 5.9 eV
2S+1 ... 4
Net charge ... +2
E_HOMO (spin up / spin down) ... -12.370 / -13.783 eV
⟨S²⟩ ... 3.8118

Entry 6:
# C5H7NO4S2

A cluster of 2 separate species, C5H7NO4S2 in total at a distorted geometry (wB97M-V/def2-TZVPD, the Open Molecules 2025 dataset).

Positions of all 19 atoms, in Å:
1 S -1.57 0.34 1.01
2 S 4.03 1.71 0.74
3 O -2.93 1.31 1.35
4 O 1.13 -1.90 -0.48
5 O 0.48 -0.84 1.22
6 O -1.13 0.61 -0.33
7 N 1.25 -0.98 0.27
8 C 2.46 -0.27 0.26
9 C 4.28 0.67 -0.66
10 C -2.58 -1.12 1.00
11 C 3.40 -0.35 -0.76
12 C 2.68 0.82 1.09
13 H 5.18 0.90 -1.19
14 H -2.01 -1.87 0.40
15 H 3.40 -1.05 -1.51
16 H -3.28 1.71 0.54
17 H 1.94 1.12 1.84
18 H -3.47 -0.81 0.45
19 H -2.90 -1.44 2.01

Values from the calculation:
Orbital gap ... 8.3 eV
E_HOMO ... -8.985 eV
Energy relative to the best compared isomer or geometry (same formula, charge and spin) ... 48.8 kcal per mole

Entry 7:
# CH2N2O2S

A cluster of 2 separate species, CH2N2O2S in total at a distorted geometry (wB97M-V/def2-TZVPD, the Open Molecules 2025 dataset).

Positions of all 8 atoms, in Å:
1 S 3.21 -0.96 1.00
2 O 2.19 2.19 -0.52
3 O 2.00 0.43 -1.87
4 N -0.01 -0.70 0.32
5 N 2.19 1.01 -0.77
6 C 2.35 -0.02 0.12
7 H 0.10 -0.97 -0.64
8 H -0.36 0.30 0.27

Values from the calculation:
Orbital gap (spin up / spin down) ... 7.6 / 8.5 eV
E_HOMO (spin up / spin down) ... -9.119 / -10.614 eV
Energy relative to the best compared isomer or geometry (same formula, charge and spin) ... 212.1 kcal per mole

Entry 8:
# C4H9NO2

A structure of composition C4H9NO2 (wB97M-V/def2-TZVPD, the Open Molecules 2025 dataset).

Positions of all 16 atoms, in Å:
1 O -0.07 0.43 1.00
2 O -3.34 -0.74 0.29
3 N 1.48 -0.14 -0.61
4 C -1.08 -0.05 0.29
5 C -2.23 -0.67 0.98
6 C 1.20 0.47 0.44
7 C 2.83 -0.02 -1.12
8 H -2.25 -0.38 2.05
9 H -3.03 0.71 -0.32
10 H 1.84 1.09 1.06
11 H -0.87 -0.30 -0.75
12 H 2.80 0.41 -2.12
13 H 3.26 -1.02 -1.20
14 H -2.42 1.25 -0.43
15 H -1.61 -1.64 0.94
16 H 3.49 0.60 -0.49

Values from the calculation:
Orbital gap (spin up / spin down) ... 8.6 / 8.6 eV
E_HOMO (spin up / spin down) ... -8.811 / -8.810 eV
Energy relative to the best compared isomer or geometry (same formula, charge and spin) ... 141.6 kcal per mole

E_tot (Eh)
-177.78807; -1024.91829; -2654.58871; -1496.59077; -3112.31155; -1346.65431; -697.21294; -362.85989